Entry 1:
The following is a quantum chemistry calculation of C4CuO4 as an isolated structure in a non-equilibrium geometry, from OMol25.

Calculated values
2S+1   2
Net charge   +2
Frontier orbital gap (alpha / beta)   0.4896 / 0.3199 hartree
Electronic energy   -2093.01608 Ha

XYZ file:
```
9
C4CuO4 (wB97M-V/def2-TZVPD)
O 1.741 -1.610 1.954
C 0.881 -1.089 1.386
Cu -0.110 -0.087 0.135
C 0.243 -0.939 -1.450
C 0.622 1.605 0.310
O 0.435 -1.452 -2.469
O 1.047 2.677 0.388
O -2.934 0.647 -0.308
C -1.924 0.248 0.053
```

=====

Entry 2:
The following is a quantum chemistry calculation of a 10-piece molecular cluster, C54H120N6O10 overall in a non-equilibrium geometry, from OMol25.

Calculated values
Net charge   +2
Frontier orbital gap   0.2209 hartree
Electronic energy   -3209.82467 Ha

XYZ file:
```
190
C54H120N6O10 (wB97M-V/def2-TZVPD)
C 8.865 1.475 0.536
C 8.509 1.205 1.988
C 7.065 0.783 2.023
N 6.614 0.367 3.387
C 7.492 -0.689 4.063
C 7.709 -1.901 3.192
C 6.422 -2.625 2.984
C 5.354 -1.642 2.516
C 5.214 -0.322 3.270
C 6.573 1.467 4.379
H 9.909 1.750 0.501
H 8.279 2.339 0.190
H 8.613 0.610 -0.050
H 8.698 2.121 2.539
H 9.143 0.383 2.409
H 6.916 -0.053 1.347
H 6.407 1.618 1.773
H 8.398 -0.173 4.391
H 6.933 -0.949 4.943
H 8.022 -1.540 2.224
H 8.412 -2.559 3.694
H 6.511 -3.397 2.210
H 6.279 -3.090 3.958
H 5.447 -1.549 1.424
H 4.369 -2.082 2.686
H 4.559 0.308 2.704
H 4.956 -0.545 4.297
H 7.615 1.766 4.480
H 6.222 1.111 5.344
H 5.879 2.189 3.963
C 1.759 -8.774 -4.309
C 1.475 -7.382 -3.801
C 0.140 -7.430 -3.067
N -0.542 -6.118 -2.841
C -1.579 -6.405 -1.829
C -2.216 -5.133 -1.210
C -1.135 -4.293 -0.631
C -0.043 -3.973 -1.716
C 0.496 -5.187 -2.381
C -1.180 -5.629 -4.139
H 2.748 -8.893 -4.710
H 1.050 -9.066 -5.075
H 1.654 -9.473 -3.465
H 1.403 -6.669 -4.668
H 2.282 -7.123 -3.112
H 0.297 -7.813 -2.052
H -0.604 -8.070 -3.536
H -1.050 -6.953 -1.044
H -2.245 -7.047 -2.414
H -2.826 -5.459 -0.345
H -2.816 -4.528 -1.887
H -0.619 -4.839 0.150
H -1.555 -3.382 -0.178
H 0.844 -3.585 -1.191
H -0.373 -3.169 -2.343
H 1.012 -5.793 -1.639
H 1.173 -4.971 -3.181
H -0.372 -5.641 -4.882
H -1.656 -4.676 -3.978
H -2.008 -6.267 -4.403
C 1.810 0.196 3.510
C 1.442 -0.299 2.114
C 1.238 0.879 1.279
N 0.732 0.562 -0.116
C 0.835 1.684 -1.040
C 2.279 2.124 -1.292
C 3.012 0.930 -1.899
C 2.912 -0.233 -0.861
C 1.477 -0.621 -0.674
C -0.703 0.203 -0.026
H 2.097 -0.582 4.219
H 1.041 0.846 3.920
H 2.719 0.770 3.382
H 0.576 -0.986 2.244
H 2.262 -0.909 1.739
H 2.139 1.414 1.257
H 0.512 1.553 1.708
H 0.266 2.509 -0.620
H 0.397 1.301 -1.977
H 2.749 2.366 -0.346
H 2.341 2.917 -2.021
H 4.053 1.180 -2.080
H 2.616 0.705 -2.902
H 3.319 0.117 0.088
H 3.587 -1.035 -1.135
H 1.357 -1.441 0.039
H 0.966 -0.847 -1.604
H -1.013 -0.243 -0.954
H -1.339 1.011 0.352
H -0.701 -0.505 0.803
C -2.624 2.647 -2.350
C -3.217 4.004 -1.911
C -2.111 4.706 -1.180
N -2.421 5.977 -0.474
C -3.551 5.675 0.484
C -3.982 6.832 1.343
C -4.263 8.038 0.421
C -3.183 8.308 -0.586
C -2.770 7.062 -1.333
C -1.207 6.326 0.291
H -3.340 2.065 -2.869
H -2.317 2.075 -1.488
H -1.793 2.820 -3.054
H -4.114 3.852 -1.312
H -3.589 4.548 -2.788
H -1.261 4.879 -1.839
H -1.714 4.157 -0.333
H -4.320 5.513 -0.253
H -3.218 4.790 1.012
H -4.913 6.552 1.831
H -3.285 7.084 2.137
H -5.146 7.737 -0.177
H -4.550 8.939 0.935
H -3.548 9.021 -1.337
H -2.357 8.816 -0.107
H -3.572 6.721 -1.997
H -1.932 7.248 -2.018
H -1.028 5.460 0.880
H -1.414 7.258 0.811
H -0.391 6.485 -0.410
C -4.544 2.549 3.456
N -4.728 1.225 2.771
C -6.115 0.927 2.941
C -4.368 1.397 1.316
C -3.711 0.230 3.385
C -3.820 -1.209 3.099
O -3.129 -1.523 1.848
H -3.516 2.870 3.425
H -4.821 2.531 4.509
H -5.262 3.218 3.027
H -6.743 1.649 2.438
H -6.352 0.877 4.004
H -6.212 -0.056 2.487
H -5.254 1.741 0.786
H -4.042 0.441 0.916
H -3.513 2.102 1.320
H -3.804 0.300 4.467
H -2.738 0.655 3.146
H -4.836 -1.626 3.080
H -3.350 -1.813 3.880
H -3.547 -2.253 1.392
C -4.618 -3.034 -3.491
N -4.586 -1.638 -3.154
C -4.030 -1.322 -1.831
C -4.101 -0.859 -4.305
C -6.057 -1.331 -3.043
C -6.363 0.134 -2.859
O -5.967 0.538 -1.566
H -3.621 -3.412 -3.475
H -4.985 -3.111 -4.492
H -5.278 -3.515 -2.757
H -3.062 -1.818 -1.791
H -4.733 -1.619 -1.030
H -3.742 -0.275 -1.822
H -4.947 -0.576 -4.885
H -3.372 -1.502 -4.790
H -3.648 0.085 -3.985
H -6.425 -1.876 -2.162
H -6.511 -1.752 -3.956
H -7.464 0.079 -2.938
H -5.970 0.892 -3.552
H -6.598 1.222 -1.315
C 3.718 -4.960 1.395
C 2.475 -5.687 0.665
O 1.366 -5.336 1.123
O 2.721 -6.465 -0.271
H 3.625 -3.904 1.135
H 4.716 -5.323 1.107
H 3.623 -5.042 2.467
C -0.213 4.325 3.317
C -0.978 3.192 2.486
O -1.614 3.591 1.467
O -0.952 1.986 2.863
H 0.634 4.809 2.821
H 0.149 3.884 4.255
H -0.881 5.136 3.575
C 3.081 3.966 1.557
C 3.881 2.771 2.147
O 4.402 2.988 3.267
O 4.069 1.804 1.332
H 2.007 3.883 1.624
H 3.287 4.075 0.488
H 3.444 4.897 2.027
C -0.234 -1.106 -4.510
C -1.324 -1.139 -3.415
O -1.503 -0.135 -2.661
O -1.908 -2.266 -3.357
H -0.008 -0.077 -4.805
H -0.560 -1.683 -5.368
H 0.713 -1.525 -4.150
```

=====

Entry 3:
The following is a quantum chemistry calculation of one molecule with the formula C4H4N4 in a non-equilibrium geometry, from OMol25.

Calculated values
ΔE to the lowest compared entry with this formula, charge and spin   294.35 kJ/mol
Frontier orbital gap   0.3470 hartree
SMILES   [H]/N=c1\cnnccn1
Electronic energy   -373.73278 Ha

XYZ file:
```
12
C4H4N4 (wB97M-V/def2-TZVPD)
H 0.854 -0.376 2.440
N 1.351 -0.803 1.677
C 0.972 -0.142 0.703
C 0.048 1.063 0.867
N -1.165 1.098 0.483
N -1.757 0.018 -0.179
C -1.148 -0.518 -1.191
C 0.342 -0.447 -1.478
N 1.272 -0.300 -0.617
H 0.378 1.879 1.504
H -1.719 -1.217 -1.747
H 0.570 -0.255 -2.462
```

=====

Entry 4:
The following is a quantum chemistry calculation of C4H6O2 as an isolated structure in a non-equilibrium geometry, from OMol25.

Calculated values
ΔE to the lowest compared entry with this formula, charge and spin   358.76 kJ/mol
Frontier orbital gap   0.3639 hartree
Electronic energy   -306.36965 Ha

XYZ file:
```
12
C4H6O2 (wB97M-V/def2-TZVPD)
O -2.363 0.193 0.560
C -1.220 0.263 0.453
C -0.233 -1.158 -0.727
C 1.075 -0.770 -0.798
O 1.279 1.103 0.354
C 0.228 1.455 0.931
H -0.909 -0.942 -1.552
H -0.518 -1.992 -0.088
H 1.831 -1.220 -0.162
H 1.438 -0.156 -1.612
H -0.340 2.341 0.577
H 0.095 1.278 2.018
```

=====

Entry 5:
The following is a quantum chemistry calculation of C40H21N10S3Ti as an isolated structure, from OMol25.

Calculated values
Net charge   +1
Frontier orbital gap (alpha / beta)   0.1715 / 0.1809 hartree
Electronic energy   -4128.49854 Ha

XYZ file:
```
75
C40H21N10S3Ti (wB97M-V/def2-TZVPD)
Ti -0.862 0.441 0.667
C -2.529 -5.946 1.085
C -1.946 -6.035 -0.187
C -1.434 -4.919 -0.824
C -1.525 -3.709 -0.149
C -1.096 -2.374 -0.507
N -1.410 -1.504 0.506
C -2.013 -2.234 1.526
N -2.387 -1.781 2.688
C -2.361 -0.502 3.019
C -2.576 -0.001 4.349
C -2.801 -0.654 5.560
C -2.951 0.132 6.681
C -2.881 1.537 6.610
C -2.660 2.188 5.416
C -2.506 1.398 4.277
C -2.253 1.738 2.905
N -2.171 2.971 2.437
C -1.779 3.269 1.232
N -1.231 2.389 0.297
C -0.918 3.108 -0.829
N -0.366 2.647 -1.933
C -0.135 1.374 -2.140
N -0.457 0.311 -1.307
C -0.183 -0.860 -1.997
N -0.478 -2.085 -1.636
C 0.468 -0.531 -3.248
C 0.977 -1.331 -4.260
C 1.530 -0.687 -5.352
C 1.562 0.712 -5.439
C 1.040 1.509 -4.436
C 0.496 0.862 -3.337
C -1.263 4.499 -0.624
C -1.132 5.610 -1.446
C -1.562 6.822 -0.939
C -2.105 6.923 0.350
C -2.234 5.816 1.169
C -1.801 4.599 0.660
N -2.155 0.567 2.161
C -2.104 -3.622 1.117
C -2.617 -4.741 1.758
H -2.917 -6.845 1.546
H -1.899 -6.999 -0.675
H -0.981 -4.978 -1.804
H -2.854 -1.733 5.605
H -3.126 -0.333 7.643
H -3.003 2.111 7.519
H -2.605 3.267 5.355
H 0.947 -2.410 -4.186
H 1.949 -1.270 -6.161
H 2.008 1.172 -6.310
H 1.063 2.589 -4.493
H -0.711 5.521 -2.438
H -1.479 7.716 -1.543
H -2.428 7.892 0.706
H -2.650 5.888 2.165
H -3.063 -4.666 2.740
S 4.159 1.514 -2.619
C 3.486 0.924 -1.251
S 2.399 1.846 -0.225
C 2.105 0.416 0.729
N 2.789 -0.607 0.381
N 3.581 -0.323 -0.692
C 4.353 -1.408 -1.231
C 5.691 -1.226 -1.529
C 6.414 -2.293 -2.041
C 5.802 -3.522 -2.241
C 4.461 -3.692 -1.927
C 3.726 -2.630 -1.421
S 0.934 0.348 2.041
H 6.158 -0.265 -1.367
H 7.461 -2.162 -2.277
H 6.373 -4.351 -2.638
H 3.984 -4.651 -2.076
H 2.681 -2.747 -1.165
```

=====

Entry 6:
The following is a quantum chemistry calculation of a 2-piece molecular cluster, C7H6N2O2 overall in a non-equilibrium geometry, from OMol25.

Calculated values
ΔE to the lowest compared entry with this formula, charge and spin   436.53 kJ/mol
Frontier orbital gap (alpha / beta)   0.2796 / 0.2797 hartree
SMILES   C=C1C=CC=CC1=O.N#[N+][O-]
Electronic energy   -530.20476 Ha

XYZ file:
```
17
C7H6N2O2 (wB97M-V/def2-TZVPD)
C -0.296 -1.902 0.517
C 0.302 -0.754 0.440
C 1.547 -0.537 -0.210
C 2.202 0.664 -0.282
C 1.582 1.783 0.284
C 0.340 1.691 0.808
C -0.383 0.446 0.973
O -1.468 0.486 1.540
H 0.201 -2.796 0.075
H -1.144 -2.034 1.195
H 2.087 -1.477 -0.639
H 3.022 0.776 -0.898
H 2.124 2.662 0.309
H -0.268 2.583 1.075
N -2.783 -1.470 -1.353
N -3.313 -0.551 -1.714
O -3.752 0.431 -2.122
```

=====

Entry 7:
The following is a quantum chemistry calculation of a 2-piece molecular cluster, C9H14 overall in a non-equilibrium geometry, from OMol25.

Calculated values
ΔE to the lowest compared entry with this formula, charge and spin   48.68 kJ/mol
Frontier orbital gap   0.3678 hartree
SMILES   Cc1ccccc1.CC
Electronic energy   -351.31165 Ha

XYZ file:
```
23
C9H14 (wB97M-V/def2-TZVPD)
C 0.199 -1.968 1.337
C 0.511 -0.521 1.607
C 0.965 0.308 0.574
C 0.985 1.675 0.751
C 0.480 2.271 1.909
C 0.181 1.443 2.977
C 0.216 0.058 2.831
H -0.740 -2.050 0.813
H 0.255 -2.594 2.210
H 0.986 -2.401 0.703
H 1.463 -0.148 -0.247
H 1.333 2.364 -0.008
H 0.319 3.338 1.883
H -0.025 1.834 3.964
H -0.002 -0.568 3.686
C -0.923 0.095 -2.557
C -0.935 -0.839 -3.746
H -1.660 0.897 -2.586
H -1.079 -0.385 -1.587
H 0.080 0.517 -2.443
H -1.817 -1.476 -3.757
H -0.684 -0.295 -4.654
H -0.108 -1.554 -3.660
```

=====

Entry 8:
The following is a quantum chemistry calculation of one molecule with the formula C18H12F7NO in a non-equilibrium geometry, from OMol25.

Calculated values
ΔE to the lowest compared entry with this formula, charge and spin   0.00 kJ/mol
Frontier orbital gap   0.3210 hartree
SMILES   CN(C(=O)C(F)(F)F)[C@H](/C=C/c1cc(F)cc(F)c1)c1cc(F)cc(F)c1
Electronic energy   -1522.12792 Ha

XYZ file:
```
39
C18H12F7NO (wB97M-V/def2-TZVPD)
C 3.103 -1.203 0.223
N 2.243 -0.075 0.457
C 1.889 0.008 1.816
O 2.538 0.517 2.708
C 0.618 -0.813 2.200
F -0.237 -1.051 1.160
F 0.985 -2.041 2.668
F -0.100 -0.195 3.190
C 2.269 1.180 -0.324
C 3.032 2.327 0.257
C 4.368 2.447 0.219
C 5.131 3.566 0.725
C 6.539 3.506 0.579
C 7.337 4.512 1.100
F 8.703 4.384 0.993
C 6.822 5.635 1.746
C 5.429 5.705 1.834
F 4.894 6.805 2.472
C 4.572 4.718 1.344
C 0.766 1.524 -0.539
C 0.105 2.640 -0.024
C -1.252 2.777 -0.301
F -1.924 3.831 0.257
C -1.990 1.895 -1.078
C -1.278 0.801 -1.551
F -1.940 -0.155 -2.274
C 0.072 0.597 -1.307
H 2.487 -2.113 0.089
H 3.674 -1.094 -0.716
H 3.822 -1.350 1.055
H 2.691 0.980 -1.330
H 2.393 3.177 0.451
H 4.955 1.679 -0.294
H 6.969 2.641 0.079
H 7.473 6.408 2.152
H 3.490 4.823 1.445
H 0.601 3.409 0.569
H -3.047 2.030 -1.285
H 0.595 -0.268 -1.713
```

=====

Entry 9:
The following is a quantum chemistry calculation of an isolated ion of composition C6H11N4 and charge +1 in a non-equilibrium geometry, from OMol25.

Calculated values
ΔE to the lowest compared entry with this formula, charge and spin   228.16 kJ/mol
Net charge   +1
Frontier orbital gap   0.3539 hartree
SMILES   C[N+]1=C2C=CNN2[C@@H](N)C1
Electronic energy   -453.93135 Ha

XYZ file:
```
21
C6H11N4 (wB97M-V/def2-TZVPD)
C 2.405 1.122 -0.205
N 1.149 0.404 0.087
C -0.125 0.832 0.070
C -0.873 1.931 -0.093
C -2.216 1.632 0.097
N -2.294 0.312 0.240
N -0.996 -0.193 0.280
C -0.519 -1.537 0.465
N -0.809 -2.355 -0.607
C 1.246 -0.984 0.434
H 3.182 0.745 0.353
H 2.640 1.084 -1.301
H 2.324 2.096 0.309
H -0.482 2.953 -0.510
H -3.033 2.223 -0.112
H -3.037 -0.317 0.373
H -0.827 -2.030 1.381
H -0.233 -3.118 -0.608
H -0.818 -1.917 -1.522
H 1.655 -1.290 1.362
H 1.659 -1.591 -0.494
```

=====

Entry 10:
The following is a quantum chemistry calculation of one molecule with the formula C5H8O, from OMol25.

Calculated values
ΔE to the lowest compared entry with this formula, charge and spin   150.06 kJ/mol
Frontier orbital gap   0.3850 hartree
SMILES   C1C[C@@H]2C[C@@H]2O1
Electronic energy   -270.50074 Ha

XYZ file:
```
14
C5H8O (wB97M-V/def2-TZVPD)
C 0.509 0.983 -1.097
C 0.851 0.727 0.379
C -0.414 0.028 0.886
C -0.363 -1.453 0.603
C -1.048 -0.525 -0.354
O -0.320 -0.114 -1.482
H 1.399 0.965 -1.731
H -0.028 1.929 -1.270
H 1.682 0.013 0.419
H 1.215 1.581 0.956
H -1.020 0.420 1.700
H 0.612 -1.821 0.293
H -0.952 -2.137 1.205
H -2.123 -0.596 -0.508
```

=====

Entry 11:
The following is a quantum chemistry calculation of one molecule with the formula C3H7NO in a non-equilibrium geometry, from OMol25.

Calculated values
ΔE to the lowest compared entry with this formula, charge and spin   311.65 kJ/mol
Frontier orbital gap   0.3632 hartree
SMILES   CNCC=O
Electronic energy   -248.40779 Ha

XYZ file:
```
12
C3H7NO (wB97M-V/def2-TZVPD)
C -0.417 1.352 0.854
N -0.265 -0.041 0.632
C -0.058 -0.521 -0.891
C 1.293 -1.301 -0.726
O 2.273 -1.044 -1.295
H -1.566 1.591 1.238
H 0.106 1.812 1.641
H -0.420 1.924 -0.001
H -1.122 -0.547 1.090
H 0.029 0.248 -1.666
H -0.907 -1.212 -0.884
H 1.054 -2.261 0.008
```

=====

Entry 12:
The following is a quantum chemistry calculation of a 3-piece molecular cluster, C5H15N2O overall in a non-equilibrium geometry, from OMol25.

Calculated values
ΔE to the lowest compared entry with this formula, charge and spin   862.33 kJ/mol
2S+1   2
Net charge   +2
Frontier orbital gap (alpha / beta)   0.2382 / 0.1828 hartree
Electronic energy   -383.28190 Ha

XYZ file:
```
23
C5H15N2O (wB97M-V/def2-TZVPD)
C 1.396 -1.348 0.703
C 0.162 -0.449 1.045
C -1.225 -0.767 0.247
C -2.281 -1.211 1.021
C -2.249 0.525 -1.544
N -1.225 -0.520 -1.153
N 1.934 -1.231 -0.613
H 2.114 -1.204 1.550
H 0.996 -2.395 0.892
H 0.463 0.651 1.000
H -0.153 -0.681 2.070
H -3.288 -1.049 0.771
H -2.138 -1.551 2.051
H -2.227 0.523 -2.620
H -3.205 0.161 -1.242
H -2.105 1.537 -1.193
H -0.238 -0.208 -1.515
H 2.791 -1.676 -0.977
H 1.919 -0.034 -0.861
H 1.318 1.308 -1.433
H 2.259 2.585 0.151
H 2.325 3.974 0.789
O 2.657 3.061 0.862
```

=====

Entry 13:
The following is a quantum chemistry calculation of one molecule with the formula C3H4N2OS2 in a non-equilibrium geometry, from OMol25.

Calculated values
ΔE to the lowest compared entry with this formula, charge and spin   131.53 kJ/mol
Frontier orbital gap   0.2839 hartree
SMILES   Oc1[nH]c(S)nc1S
Electronic energy   -1097.80444 Ha

XYZ file:
```
12
C3H4N2OS2 (wB97M-V/def2-TZVPD)
O 1.359 2.250 -0.002
C 0.625 1.079 0.041
N -0.689 1.156 0.113
C -1.181 -0.109 0.065
S -2.898 -0.437 -0.076
N -0.266 -1.000 0.024
C 0.973 -0.265 -0.020
S 2.536 -1.077 -0.027
H 0.735 2.960 -0.307
H -1.180 2.054 -0.037
H -2.551 -1.784 0.505
H 2.101 -2.337 0.034
```